1.
The following is a quantum chemistry calculation of a structure of composition C51H43AsBr2N2O2PReS at a distorted geometry, from OMol25.

Values from the calculation:
* multiplicity: 2
* energy relative to the best compared isomer or geometry (same formula, charge and spin): 38.8 kcal/mol
* expectation value of S²: 0.778
* Kohn-Sham gap (alpha / beta): 5.13 / 6.63 eV
* charge: +1
* HOMO energy (alpha / beta): -9.74 / -10.82 eV
* largest force on an atom: 1.32 eV/A
* E: -10430.66853 a.u.

```
104
C51H43AsBr2N2O2PReS, DFT the ωB97M-V functional and the def2-TZVPD basis
Re 0.760 -0.966 0.679
S 2.974 -1.185 0.770
C 3.959 0.290 0.829
C 5.325 0.099 0.644
C 6.155 1.207 0.559
C 5.625 2.486 0.672
C 4.264 2.667 0.882
C 3.427 1.567 0.966
As 1.525 1.589 1.272
C 1.489 1.673 3.212
C 2.609 1.404 3.987
C 2.504 1.375 5.372
C 1.288 1.631 5.986
C 0.169 1.913 5.215
C 0.267 1.927 3.833
C 1.079 3.386 0.729
C 1.121 3.641 -0.641
C 0.934 4.930 -1.112
C 0.687 5.962 -0.216
C 0.623 5.705 1.143
C 0.823 4.416 1.624
H 5.724 -0.900 0.546
H 7.215 1.071 0.401
H 6.275 3.346 0.601
H 3.859 3.667 0.981
H 3.570 1.216 3.526
H 3.379 1.165 5.969
H 1.213 1.615 7.063
H -0.782 2.116 5.686
H -0.616 2.140 3.244
H 1.315 2.834 -1.345
H 0.974 5.128 -2.174
H 0.536 6.968 -0.581
H 0.425 6.509 1.838
H 0.797 4.231 2.691
C -4.610 -4.240 1.344
C -3.323 -3.696 1.891
C -2.923 -3.907 3.207
C -1.741 -3.355 3.674
C -1.026 -2.612 2.763
Br 0.555 -1.666 3.274
N -1.342 -2.407 1.505
C -2.484 -2.944 1.078
H -5.079 -4.921 2.050
H -4.443 -4.780 0.412
H -5.313 -3.432 1.138
H -3.544 -4.490 3.875
H -1.417 -3.464 4.698
H -2.745 -2.756 0.047
C 3.030 0.222 -2.374
C 1.902 0.517 -3.311
C 2.150 1.276 -4.448
C 1.149 1.574 -5.360
C -0.133 1.102 -5.141
C -0.398 0.344 -4.011
C 0.601 0.052 -3.081
P 0.210 -1.092 -1.697
C -1.606 -1.264 -1.826
C -2.288 -0.089 -1.517
C -3.660 0.009 -1.648
C -4.376 -1.092 -2.090
C -3.708 -2.266 -2.389
C -2.323 -2.388 -2.272
C -1.735 -3.733 -2.614
C 1.032 -2.628 -2.154
C 1.295 -2.972 -3.481
C 1.840 -4.205 -3.775
C 2.121 -5.094 -2.738
C 1.888 -4.734 -1.424
C 1.351 -3.485 -1.104
C 1.183 -3.079 0.340
H 3.954 0.678 -2.726
H 3.200 -0.851 -2.263
H 2.813 0.630 -1.388
H 3.156 1.637 -4.621
H 1.373 2.165 -6.237
H -0.927 1.314 -5.842
H -1.404 -0.018 -3.864
H -1.725 0.771 -1.181
H -4.165 0.935 -1.413
H -5.450 -1.038 -2.197
H -4.271 -3.126 -2.727
H -2.539 -4.459 -2.719
H -1.044 -4.099 -1.857
H -1.193 -3.705 -3.558
H 1.065 -2.276 -4.276
H 2.047 -4.479 -4.799
H 2.543 -6.064 -2.962
H 2.145 -5.417 -0.624
H 2.106 -3.386 0.844
H 0.404 -3.680 0.820
Br -3.350 4.851 -1.087
C -3.624 3.556 0.260
C -4.849 3.509 0.909
N -5.130 2.606 1.839
C -4.193 1.717 2.136
C -2.943 1.670 1.525
C -2.643 2.632 0.572
C -2.000 0.569 1.942
O -2.245 -0.030 2.970
O -0.954 0.403 1.184
H -5.624 4.224 0.665
H -4.435 0.982 2.893
H -1.677 2.657 0.087
```

---

2.
The following is a quantum chemistry calculation of a cluster of 8 separate species, C41H57BrFIN9O3 in total at a distorted geometry, from OMol25.

Values from the calculation:
* Kohn-Sham gap: 4.97 eV
* charge: +1
* HOMO energy: -9.10 eV
* largest force on an atom: 4.46 eV/A
* E: -5286.06698 a.u.

```
113
C41H57BrFIN9O3, DFT the ωB97M-V functional and the def2-TZVPD basis
C 1.560 0.136 4.345
C 2.628 1.236 3.902
O 3.296 1.859 4.765
N 2.908 1.549 2.486
C 3.986 0.559 2.099
C 1.757 1.254 1.585
C 0.442 2.123 1.861
C -0.690 1.579 0.827
C -2.131 2.209 1.111
C -3.004 1.481 2.228
O -4.276 2.197 2.288
C -5.172 1.627 3.268
C -5.576 0.159 2.689
N -4.351 -0.686 2.842
F -4.102 -0.946 4.162
C -3.129 -0.109 2.114
Br -1.561 -0.859 3.143
C -3.182 -0.718 0.642
C -2.512 -2.198 0.692
O -3.104 -3.202 1.120
I -0.467 -2.491 -0.081
H 1.795 -0.271 5.393
H 1.519 -0.702 3.558
H 0.542 0.645 4.406
H 4.314 0.689 1.013
H 4.909 0.704 2.761
H 3.644 -0.532 2.253
H 1.437 0.148 1.571
H 2.110 1.521 0.520
H 0.087 2.134 2.942
H 0.625 3.217 1.553
H -0.357 1.986 -0.201
H -0.674 0.441 0.719
H -2.759 2.260 0.145
H -1.957 3.284 1.474
H -2.488 1.698 3.240
H -4.632 1.515 4.269
H -6.096 2.276 3.455
H -5.753 0.336 1.565
H -6.491 -0.282 3.209
H -4.579 -1.621 2.423
H -4.258 -0.896 0.261
H -2.599 -0.157 -0.151
N -6.605 -0.965 -3.076
C -6.349 -0.527 -1.806
C -5.825 0.742 -1.894
C -5.768 1.082 -3.267
C -6.259 0.010 -3.973
H -6.989 -1.865 -3.314
H -6.561 -1.154 -0.951
H -5.517 1.358 -1.060
H -5.410 2.007 -3.693
H -6.390 -0.142 -5.032
N -5.769 -4.272 0.249
C -6.519 -3.943 1.347
C -7.832 -4.233 1.067
C -7.876 -4.762 -0.246
C -6.587 -4.777 -0.724
H -4.770 -4.160 0.171
H -6.054 -3.531 2.231
H -8.669 -4.083 1.734
H -8.751 -5.096 -0.782
H -6.184 -5.101 -1.672
N -6.344 0.681 -8.038
C -4.975 0.682 -7.969
C -4.495 1.289 -9.103
C -5.614 1.674 -9.882
C -6.741 1.289 -9.199
H -6.961 0.295 -7.344
H -4.463 0.250 -7.122
H -3.453 1.441 -9.344
H -5.596 2.178 -10.837
H -7.788 1.393 -9.439
N 7.179 -0.912 0.270
C 6.963 -1.844 -0.712
C 7.063 -1.210 -1.927
C 7.354 0.152 -1.669
C 7.423 0.306 -0.306
H 7.161 -1.095 1.260
H 6.757 -2.874 -0.463
H 6.940 -1.676 -2.893
H 7.499 0.934 -2.400
H 7.622 1.175 0.303
N 8.946 -3.322 2.009
C 10.313 -3.249 2.008
C 10.754 -3.532 3.277
C 9.611 -3.791 4.073
C 8.509 -3.656 3.264
H 8.354 -3.156 1.212
H 10.851 -3.002 1.106
H 11.785 -3.552 3.597
H 9.595 -4.047 5.122
H 7.456 -3.768 3.472
N -5.887 4.306 0.744
C -5.457 5.579 1.008
C -6.394 6.453 0.514
C -7.431 5.679 -0.064
C -7.093 4.358 0.095
H -5.394 3.463 0.990
H -4.523 5.753 1.521
H -6.340 7.530 0.564
H -8.326 6.048 -0.542
H -7.604 3.453 -0.197
N 12.480 -0.790 0.111
C 13.846 -0.762 0.191
C 14.324 -0.148 -0.941
C 13.204 0.214 -1.730
C 12.079 -0.192 -1.054
H 11.864 -1.186 0.802
H 14.359 -1.182 1.042
H 15.364 0.023 -1.174
H 13.219 0.716 -2.685
H 11.032 -0.108 -1.302
```